[1]
A molecular structure, C29H52P2PmSi at a distorted geometry, computed with ωB97M-V/def2-TZVPD.

Charge: +1
E_HOMO (alpha / beta) (hartree): -0.38688 / -0.38559
E (Eh): -2716.4777
Kohn-Sham gap (alpha / beta) (eV): 7.08 / 7.19
Multiplicity: 5

```
85
C29H52P2PmSi ωB97M-V/def2-TZVPD
Pm 0.695 -0.504 -1.153
C 2.258 0.347 0.930
C 2.008 -1.039 1.134
C 3.473 -0.830 -0.650
C 3.136 0.483 -0.191
C 2.812 -1.773 0.197
C 1.795 1.483 1.765
H 1.190 1.151 2.614
H 1.171 2.157 1.172
H 2.645 2.073 2.136
C 3.754 1.745 -0.657
H 3.228 2.147 -1.538
H 4.803 1.586 -0.910
H 3.697 2.509 0.125
C 4.547 -1.135 -1.627
H 5.374 -0.422 -1.487
H 4.231 -1.052 -2.677
H 4.938 -2.142 -1.448
C 3.058 -3.232 0.257
H 3.609 -3.525 1.167
H 3.640 -3.591 -0.597
H 2.123 -3.800 0.272
C 1.263 -1.626 2.283
H 1.958 -1.857 3.116
H 0.756 -2.556 1.996
H 0.501 -0.932 2.657
C -2.545 1.730 2.199
C -2.397 1.552 3.513
C -2.622 0.282 4.295
C -3.906 -0.545 3.989
C -3.737 -1.752 3.110
C -2.909 -1.827 2.055
C -2.165 -0.661 1.499
C -2.959 0.652 1.237
H -2.733 0.622 5.339
H -4.680 0.125 3.571
H -1.753 -0.401 4.262
H -4.049 0.486 1.262
H -2.373 2.705 1.765
H -2.029 2.372 4.136
H -2.717 1.019 0.219
H -1.304 -0.410 2.135
H -2.704 -2.790 1.580
H -1.734 -0.970 0.541
H -4.277 -0.905 4.964
H -4.345 -2.620 3.394
P -1.775 -1.325 -2.055
P 0.789 -2.853 -2.569
C -1.840 -2.445 -3.539
C -0.454 -2.927 -3.963
H -2.338 -1.892 -4.349
H -2.485 -3.302 -3.287
H -0.475 -3.958 -4.348
H -0.059 -2.291 -4.769
C 2.182 -3.633 -3.468
H 3.026 -3.811 -2.808
H 2.517 -2.966 -4.271
H 1.879 -4.583 -3.924
C 0.176 -4.260 -1.500
H -0.328 -5.021 -2.112
H -0.530 -3.912 -0.729
H 1.020 -4.732 -0.980
C -2.398 0.291 -2.675
H -1.779 1.088 -2.218
H -3.451 0.433 -2.392
H -2.290 0.327 -3.769
C -3.254 -2.031 -1.219
H -3.940 -2.465 -1.956
H -3.785 -1.259 -0.655
H -2.923 -2.814 -0.527
C -0.441 5.036 1.536
Si 0.472 4.798 -0.100
C -0.081 6.019 -1.413
C 2.286 5.240 0.247
C 0.132 3.042 -0.645
C -0.107 1.852 -0.980
H -0.453 6.078 1.890
H 0.024 4.430 2.326
H -1.482 4.705 1.436
H 0.244 7.051 -1.216
H 0.348 5.713 -2.378
H -1.172 6.022 -1.527
H 2.658 4.813 1.190
H 2.943 4.887 -0.557
H 2.426 6.330 0.321
```

Charges obtained by Löwdin population analysis, quoted in units of e: 1.355, -0.305, -0.340, -0.301, -0.303, -0.314, -0.033, 0.082, 0.023, 0.097, -0.025, 0.089, 0.081, 0.073, -0.033, 0.087, 0.083, 0.079, -0.048, 0.106, 0.066, 0.047, -0.035, 0.108, 0.081, 0.052, -0.104, -0.107, -0.184, -0.179, -0.094, -0.125, -0.220, -0.166, 0.110, 0.125, 0.116, 0.124, 0.078, 0.106, 0.086, 0.083, 0.089, 0.021, 0.113, 0.109, 0.755, 0.749, -0.384, -0.407, 0.090, 0.085, 0.092, 0.089, -0.251, 0.030, 0.055, 0.060, -0.227, 0.063, 0.037, 0.035, -0.256, -0.036, 0.064, 0.054, -0.244, 0.062, 0.047, 0.031, -0.188, 0.445, -0.194, -0.187, -0.232, -0.262, 0.040, 0.030, 0.013, 0.038, 0.032, 0.031, 0.025, 0.021, 0.039

***

[2]
A molecular structure, C29H53BO2P2W at a distorted geometry, computed with ωB97M-V/def2-TZVPD.

Charge: +2
E_HOMO (alpha / beta) (hartree): -0.46304 / -0.45457
E (Eh): -2061.2483
Kohn-Sham gap (alpha / beta) (eV): 4.88 / 4.61
Multiplicity: 3

```
88
C29H53BO2P2W ωB97M-V/def2-TZVPD
W 1.402 -1.088 -1.157
C -0.415 -1.422 -0.069
C -0.072 -2.609 -0.801
C 1.641 -2.162 0.705
C 0.608 -1.188 0.900
C 1.198 -3.081 -0.309
C -1.565 -0.496 -0.315
H -2.294 -0.962 -0.986
H -1.222 0.461 -0.745
H -2.050 -0.269 0.641
C 0.550 -0.138 1.952
H 0.705 0.859 1.528
H 1.280 -0.334 2.743
H -0.450 -0.136 2.398
C 2.945 -2.194 1.435
H 2.781 -2.226 2.522
H 3.526 -1.283 1.220
H 3.548 -3.061 1.135
C 1.915 -4.318 -0.732
H 2.293 -4.867 0.143
H 2.783 -4.097 -1.369
H 1.252 -4.988 -1.293
C -0.941 -3.255 -1.833
H -1.785 -3.758 -1.336
H -0.390 -4.007 -2.415
H -1.375 -2.513 -2.521
C -2.277 4.354 -1.435
C -3.338 3.533 -1.472
C -4.088 3.074 -2.704
C -3.203 2.686 -3.922
C -1.942 2.100 -3.454
C -0.785 2.854 -3.322
C -0.774 4.343 -3.598
C -1.650 5.119 -2.576
H -4.824 3.826 -3.041
H -3.016 3.581 -4.558
H -4.686 2.190 -2.431
H -2.432 5.655 -3.128
H -1.795 4.577 -0.482
H -3.805 3.240 -0.520
H -1.015 5.898 -2.132
H 0.279 4.672 -3.477
H -0.084 2.604 -2.493
H -1.046 4.601 -4.635
H -3.773 1.979 -4.561
H -1.994 1.105 -3.004
P 0.305 0.998 -4.188
C 0.574 2.000 -5.720
C -0.863 -0.204 -4.958
P 1.813 -1.390 -3.297
C 1.980 0.286 -4.027
C 1.627 -2.550 -4.615
C 3.456 -1.539 -2.498
H 1.517 2.548 -5.605
H -0.263 2.697 -5.883
H 0.636 1.298 -6.557
H -0.753 -0.123 -6.047
H -1.909 0.042 -4.728
H -0.684 -1.239 -4.652
H 4.076 -0.746 -2.930
H 3.838 -2.540 -2.728
H 3.470 -1.407 -1.376
H 2.493 0.966 -3.319
H 2.531 0.216 -4.978
H 2.099 -3.487 -4.291
H 2.121 -2.167 -5.521
H 0.567 -2.739 -4.837
C 1.628 3.547 1.749
C 2.369 3.021 0.531
C 2.607 4.217 -0.383
O 1.530 2.092 -0.172
B 2.308 0.946 -0.442
O 3.664 1.100 -0.078
C 3.698 2.202 0.842
C 4.989 2.962 0.602
C 3.747 1.653 2.267
H 1.351 2.763 2.463
H 0.711 4.062 1.431
H 2.267 4.278 2.262
H 1.645 4.670 -0.656
H 3.190 4.977 0.152
H 3.140 3.938 -1.299
H 5.056 3.795 1.311
H 5.833 2.284 0.771
H 5.051 3.351 -0.420
H 2.842 1.087 2.534
H 4.609 0.978 2.358
H 3.880 2.477 2.983
```

Charges obtained by Löwdin population analysis, quoted in units of e: 1.364, -0.329, -0.330, -0.316, -0.290, -0.309, 0.011, 0.093, 0.087, 0.106, 0.006, 0.068, 0.095, 0.110, 0.011, 0.113, 0.084, 0.097, 0.002, 0.110, 0.077, 0.095, -0.016, 0.114, 0.084, 0.079, -0.108, -0.104, -0.158, -0.172, -0.197, -0.273, -0.177, -0.158, 0.130, 0.126, 0.113, 0.123, 0.101, 0.111, 0.112, 0.114, 0.090, 0.113, 0.125, 0.088, 0.880, -0.204, -0.219, 0.679, -0.500, -0.204, -0.221, 0.063, 0.060, 0.053, 0.056, 0.048, 0.005, 0.084, 0.078, 0.046, 0.058, 0.072, 0.072, 0.082, 0.053, 0.000, -0.474, -0.011, 0.026, -0.533, 0.049, -0.475, -0.004, -0.002, 0.083, 0.099, 0.111, 0.091, 0.104, 0.096, 0.108, 0.104, 0.091, 0.068, 0.105, 0.108

***

[3]
A gas-phase ion, C29H53N2O2 (charge +1) at a distorted geometry, computed with ωB97M-V/def2-TZVPD.

Charge: +1
E_HOMO (hartree): -0.34235
SMILES: C=C[C@H]1C[N@H+](CC[C@H](C)CCC=C(C)C)[C@@H](N=C=O)[C@H]1CCCCCCCCCCCOC
E (Eh): -1395.9801
Kohn-Sham gap (eV): 6.05

```
86
C29H53N2O2 ωB97M-V/def2-TZVPD
C -0.213 -4.327 1.432
C 0.034 -3.662 0.153
C 1.539 -3.171 -0.105
C 1.863 -2.209 -1.363
N 3.161 -1.424 -1.113
C 3.951 -1.747 -2.353
C 5.397 -1.041 -2.442
C 5.376 0.542 -1.993
C 4.573 1.316 -3.165
C 6.908 1.025 -2.019
C 7.302 2.191 -0.977
C 6.079 2.883 -0.203
C 6.364 3.357 1.161
C 6.594 2.356 2.420
C 6.523 4.945 1.518
C 3.632 -1.911 0.233
N 4.560 -1.062 1.048
C 4.880 -1.664 2.188
O 4.915 -1.840 3.437
C 2.313 -2.357 1.057
C 1.519 -1.284 1.960
C 0.386 -0.439 1.182
C -0.967 -0.256 2.097
C -2.291 -0.623 1.207
C -3.593 0.259 1.630
C -4.963 -0.634 1.719
C -5.985 -0.355 0.486
C -7.522 -0.112 0.980
C -8.550 0.140 -0.254
C -8.803 1.704 -0.573
C -10.350 2.031 -1.001
O -10.628 1.605 -2.361
C -11.630 0.553 -2.423
H 0.477 -5.222 1.698
H -1.005 -3.966 2.188
H -0.813 -3.544 -0.625
H 2.250 -4.073 -0.293
H 1.093 -1.369 -1.603
H 1.808 -2.818 -2.354
H 2.894 -0.442 -0.917
H 4.140 -2.893 -2.439
H 3.284 -1.472 -3.262
H 5.893 -1.179 -3.475
H 6.075 -1.595 -1.670
H 4.866 0.556 -0.966
H 3.832 0.620 -3.738
H 5.283 1.725 -3.993
H 3.930 2.202 -2.779
H 7.216 1.392 -3.081
H 7.590 0.118 -1.799
H 7.838 3.029 -1.578
H 8.025 1.771 -0.185
H 5.022 3.064 -0.616
H 7.479 1.620 2.245
H 5.672 1.727 2.680
H 6.898 2.974 3.357
H 6.190 5.568 0.616
H 5.973 5.242 2.480
H 7.661 5.091 1.728
H 4.310 -2.809 -0.053
H 2.624 -3.214 1.785
H 2.314 -0.511 2.320
H 1.117 -1.787 2.921
H 0.723 0.644 0.913
H 0.026 -0.907 0.195
H -0.923 -0.982 2.999
H -1.068 0.803 2.528
H -2.540 -1.749 1.264
H -2.090 -0.368 0.087
H -3.458 0.821 2.621
H -3.809 1.077 0.828
H -4.727 -1.751 1.855
H -5.517 -0.282 2.677
H -5.637 0.477 -0.225
H -6.018 -1.330 -0.137
H -7.930 -1.042 1.546
H -7.597 0.824 1.669
H -8.269 -0.442 -1.213
H -9.570 -0.311 0.090
H -8.155 2.016 -1.483
H -8.588 2.335 0.363
H -10.415 3.196 -1.004
H -11.111 1.678 -0.216
H -12.574 0.924 -2.995
H -11.879 0.061 -1.417
H -11.183 -0.284 -3.097
```

Charges obtained by Löwdin population analysis, quoted in units of e: 0.012, -0.098, -0.233, -0.096, -0.048, -0.147, -0.147, -0.342, -0.086, -0.186, -0.178, -0.110, -0.261, -0.091, -0.084, -0.243, 0.137, -0.132, 0.125, -0.199, -0.131, -0.190, -0.181, -0.202, -0.200, -0.203, -0.210, -0.215, -0.217, -0.172, -0.235, -0.235, -0.126, 0.085, 0.079, 0.121, 0.156, 0.150, 0.152, 0.190, 0.161, 0.141, 0.143, 0.119, 0.101, 0.072, 0.097, 0.083, 0.121, 0.111, 0.123, 0.111, 0.096, 0.077, 0.066, 0.082, 0.077, 0.071, 0.103, 0.180, 0.159, 0.120, 0.124, 0.121, 0.068, 0.108, 0.109, 0.097, 0.110, 0.103, 0.107, 0.102, 0.106, 0.106, 0.107, 0.116, 0.110, 0.117, 0.108, 0.119, 0.106, 0.125, 0.122, 0.100, 0.089, 0.096